DFT (ωB97M-V with the def2-TZVPD basis set) results for C13H30N8O4RhS2 as an isolated structure.

Summary:
Kohn-Sham gap (alpha / beta): 9.68 / 5.95 eV
HOMO level (alpha / beta): -12.06 / -12.03 eV
charge: +1
2S+1: 5
LUMO level (alpha / beta): -2.4 / -6.1 eV
expectation value of S²: 6.01

Geometry as XYZ:
```
58
Properties=species:S:1:pos:R:3:lowdin_spin:R:1
Rh 0.7381 0.8411 0.0183 2.67
C 1.6670 1.2525 2.7449 0.01
N 0.4943 0.4689 2.1913 0.16
C 0.6598 -0.9570 2.6131 0.01
N 0.7467 -1.0827 4.0478 0.01
C 1.8865 -0.2858 4.5287 0.00
N 1.7463 1.1318 4.1801 0.01
C 0.4954 1.6377 4.7623 0.00
N -0.6687 0.8766 4.2902 0.01
C -0.7571 1.0032 2.8548 0.01
C -0.4797 -0.5324 4.6429 0.00
H 1.5361 2.2924 2.4497 0.00
H 2.5792 0.8526 2.2941 0.00
H 1.5688 -1.3481 2.1500 0.00
H -0.2018 -1.5221 2.2512 0.00
H 2.8080 -0.6750 4.0933 0.00
H 1.9450 -0.3810 5.6116 0.00
H 0.3729 2.6860 4.4912 0.00
H 0.5553 1.5575 5.8462 0.00
H -0.8841 2.0399 2.5631 0.00
H -1.5997 0.4137 2.4856 0.00
H -1.3387 -1.1099 4.2984 0.00
H -0.4110 -0.6229 5.7257 0.00
C -3.2284 -0.9958 -2.9819 0.00
C -2.3776 -1.6960 -1.9306 0.00
C -1.7330 -2.9497 -2.5173 0.00
C -3.2388 -2.0635 -0.7188 0.00
N -1.3106 -0.7279 -1.5991 0.00
N -0.6049 -0.9819 -0.3958 0.11
H -3.9936 -1.6737 -3.3584 0.00
H -2.6133 -0.6722 -3.8242 0.00
H -3.7287 -0.1192 -2.5631 0.00
H -2.4950 -3.6532 -2.8556 0.00
H -1.1200 -3.4733 -1.7767 0.00
H -1.1025 -2.6830 -3.3673 0.00
H -4.1170 -2.6237 -1.0397 0.00
H -3.5962 -1.1664 -0.2033 0.00
H -2.7055 -2.6965 -0.0048 0.00
H -1.6316 0.2329 -1.5996 0.00
H -0.0239 -1.8024 -0.5423 0.00
H -1.2239 -1.1729 0.3946 0.00
O -0.0754 4.4373 -1.2908 0.03
S 0.2589 3.1709 -0.7571 0.00
O 1.7331 2.8088 -0.7683 0.14
O -0.3623 1.9758 -1.5037 0.23
O -0.1404 2.8858 0.6609 0.17
S 2.5603 -0.3489 -1.0411 0.31
C 2.3385 0.2141 -2.6751 0.05
N 2.1579 -0.6073 -3.7002 0.02
C 2.1116 0.1347 -4.9722 0.00
C 1.9917 1.5933 -4.4812 0.00
N 2.3461 1.4714 -3.0567 0.01
H 2.3380 -1.5948 -3.6304 0.00
H 1.2502 -0.1727 -5.5578 0.00
H 3.0173 -0.0398 -5.5501 0.00
H 0.9778 1.9793 -4.5727 0.00
H 2.6777 2.2636 -4.9898 0.00
H 2.2051 2.2096 -2.3641 0.00
```

---

DFT (ωB97M-V with the def2-TZVPD basis set) results for the molecule C23H28N6O2S at a distorted geometry.

Summary:
Kohn-Sham gap: 8.92 eV
HOMO level: -8.49 eV
SMILES: CC[C@@H](c1nnc(SCC(=O)Nc2ccc(C(N)=O)cc2)n1Cc1ccccc1)N(C)C
LUMO level: 0.4 eV
energy relative to the best compared isomer or geometry (same formula, charge and spin): 0.4 kcal/mol

Geometry as XYZ:
```
60
Properties=species:S:1:pos:R:3:nbo_charge:R:1
C -2.9409 -0.1130 1.8092 -0.62
H -3.2163 -1.1576 1.6722 0.20
C -2.2432 0.0972 3.1469 -0.39
H -1.9690 1.1469 3.2440 0.22
H -2.9163 -0.1734 3.9614 0.22
C -0.9799 -0.7619 3.2838 -0.11
C 0.1359 -0.1925 2.4659 0.38
N 0.4016 1.0816 2.3758 -0.32
N 1.5452 1.2389 1.6889 -0.36
C 1.9738 0.0449 1.3696 0.17
N 1.1206 -0.9134 1.8358 -0.39
C 1.1623 -2.2992 1.4274 -0.25
C 0.9007 -2.3701 -0.0604 0.04
C 1.8714 -2.8258 -0.9403 -0.23
C 1.6435 -2.7930 -2.3051 -0.19
C 0.4467 -2.3057 -2.7997 -0.20
C -0.5313 -1.8620 -1.9259 -0.19
C -0.3031 -1.8918 -0.5628 -0.25
H -1.0614 -1.5322 0.1180 0.21
H -1.4683 -1.4820 -2.3044 0.22
H 0.2763 -2.2658 -3.8642 0.22
H 2.4103 -3.1350 -2.9827 0.22
H 2.8118 -3.1937 -0.5570 0.21
H 0.4016 -2.8481 1.9870 0.23
H 2.1472 -2.7100 1.6664 0.22
S 3.4315 -0.3267 0.4952 0.29
C 3.5681 1.1828 -0.5227 -0.60
H 3.5347 2.0450 0.1402 0.25
H 4.5327 1.1013 -1.0205 0.26
C 2.4439 1.1536 -1.5509 0.67
O 2.5864 0.6499 -2.6410 -0.60
N 1.2999 1.7103 -1.0741 -0.63
C 0.0225 1.6605 -1.6323 0.16
C -0.2232 1.2655 -2.9446 -0.24
C -1.5220 1.2193 -3.4086 -0.15
C -2.5960 1.5492 -2.5857 -0.18
C -2.3403 1.9710 -1.2830 -0.19
C -1.0450 2.0288 -0.8123 -0.21
H -0.8492 2.3543 0.2001 0.22
H -3.1459 2.2859 -0.6357 0.21
C -3.9684 1.4574 -3.1572 0.66
O -4.1951 1.5521 -4.3455 -0.61
N -4.9640 1.2500 -2.2563 -0.82
H -4.7837 1.0543 -1.2891 0.39
H -5.9030 1.1499 -2.6037 0.40
H -1.7294 0.9208 -4.4250 0.24
H 0.5995 0.9928 -3.5833 0.26
H 1.3211 2.0344 -0.1070 0.44
N -0.6014 -0.9054 4.6902 -0.42
C 0.4321 -1.8980 4.8983 -0.41
H 0.5510 -2.0513 5.9700 0.21
H 0.1231 -2.8441 4.4538 0.19
H 1.4114 -1.6124 4.4840 0.16
C -0.2777 0.3419 5.3558 -0.42
H -0.0407 0.1213 6.3951 0.20
H -1.1410 1.0008 5.3332 0.21
H 0.5741 0.8665 4.9032 0.18
H -1.2109 -1.7747 2.9286 0.20
H -2.2960 0.1936 0.9879 0.21
H -3.8485 0.4849 1.7696 0.21
```

---

DFT (ωB97M-V with the def2-TZVPD basis set) results for a 2-piece molecular cluster, C4H8O overall at a distorted geometry.

Summary:
Kohn-Sham gap: 10.05 eV
HOMO level: -9.29 eV
SMILES: C=CC.C=O
LUMO level: 0.8 eV
energy relative to the best compared isomer or geometry (same formula, charge and spin): 41.1 kcal/mol

Geometry as XYZ:
```
13
Properties=species:S:1:pos:R:3:nbo_charge:R:1
O 1.4439 0.3922 -2.1223 -0.49
C 1.2276 0.3536 -3.2944 0.29
H 1.1887 -0.6094 -3.8368 0.10
H 1.2586 1.2481 -3.9390 0.11
C -0.8065 0.8751 1.8184 -0.65
C -0.2922 -0.2370 0.9659 -0.17
C -0.5509 -1.5139 1.2287 -0.42
H -1.6066 0.5609 2.4765 0.21
H -1.0954 1.7784 1.2818 0.22
H 0.0510 1.2145 2.4226 0.22
H 0.3847 -0.0063 0.1364 0.21
H -0.0567 -2.3437 0.7436 0.20
H -1.1461 -1.7125 2.1187 0.18
```

---

DFT (ωB97M-V with the def2-TZVPD basis set) results for the molecule C7H11FO4 at a distorted geometry.

Summary:
Kohn-Sham gap: 11.31 eV
HOMO level: -10.85 eV
SMILES: O=C1O[C@@H](CCO)[C@@H](CCF)O1
LUMO level: 0.5 eV

Geometry as XYZ:
```
23
Properties=species:S:1:pos:R:3:nbo_charge:R:1
O 0.2853 2.7192 2.3101 -0.56
C 0.4464 2.0880 1.3178 0.97
O 1.6482 1.6692 0.8442 -0.50
C 1.3571 0.4640 0.0861 0.08
C 1.3466 -0.6978 1.1077 -0.45
C 0.4005 -1.8491 0.8349 -0.06
O 0.6760 -2.8473 1.7988 -0.72
C 0.0762 0.9456 -0.5716 0.07
C -0.8491 0.0473 -1.3580 -0.47
C -2.0979 0.7990 -1.8222 0.06
F -3.0958 0.7049 -0.8504 -0.36
O -0.5356 1.7046 0.4726 -0.49
H 2.1472 0.2726 -0.6316 0.21
H 1.1611 -0.3308 2.1148 0.23
H 2.3553 -1.1126 1.1200 0.22
H -0.6319 -1.5030 0.9363 0.16
H 0.5309 -2.2240 -0.1852 0.15
H 0.2613 -3.6711 1.5273 0.47
H 0.4168 1.6893 -1.3082 0.18
H -1.2172 -0.8037 -0.7948 0.23
H -0.3198 -0.3140 -2.2376 0.23
H -2.4871 0.3906 -2.7530 0.17
H -1.8747 1.8592 -1.9580 0.17
```